Record 1
C11H62NO19 | ωB97M-V/def2-TZVPD

The geometry in XYZ format:
```
93
Properties=species:S:1:pos:R:3:forces:R:3:mulliken_charge:R:1
C 1.26200 0.67781 -4.57915 -5.3 6.9 5.3 -2.5787
C 0.67600 0.24881 -3.22815 0.4 -4.3 0.4 0.5864
C 0.46100 1.25981 -2.15515 4.1 -5.0 4.4 -1.0829
C -0.10400 0.61081 -0.82215 -0.3 -3.2 -2.0 0.1451
N -0.17100 1.42781 0.37885 -1.2 0.8 0.7 1.1871
C -1.38700 2.45281 0.33385 3.1 -1.0 -6.4 -0.6574
C -0.80800 3.76881 0.18485 0.5 4.8 0.1 -0.5449
C 0.68900 3.68481 0.07785 0.7 -0.7 -2.7 -0.9588
C 1.05500 2.33981 0.60985 -1.9 -1.3 1.6 -1.1898
C -0.45400 0.46181 1.57785 1.4 1.9 0.9 -0.6152
C 0.88100 -0.11419 2.23585 -0.4 -0.8 1.8 -0.1188
C 0.62900 -1.51019 3.00485 -2.9 2.8 0.1 -0.7975
H 1.15800 1.85881 -4.56315 0.3 -2.2 -0.7 0.3750
H 0.80700 0.29481 -5.34215 -3.1 -2.0 -4.6 0.7073
H 2.17800 0.45881 -4.62515 7.4 -1.5 -0.2 0.7454
H 1.40600 -0.55119 -2.94415 -0.3 0.6 0.7 0.2710
H -0.22500 -0.42919 -3.17615 0.3 0.9 -1.1 -0.4273
H -0.13000 1.86481 -2.57215 -4.5 5.8 -2.6 0.9383
H 1.44400 1.61481 -1.85815 -0.1 0.9 -0.3 0.3027
H 0.64400 -0.28219 -0.63015 -1.6 1.6 0.0 -0.1593
H -1.19900 0.12381 -0.86515 2.4 1.0 -0.4 -0.0208
H -2.03200 2.46181 1.05485 -3.3 -1.2 4.7 0.9737
H -1.96100 2.40781 -0.61915 0.4 -1.5 0.6 -0.3161
H -1.04600 4.44681 1.01685 -0.1 -0.3 0.1 0.3314
H -1.21500 4.34781 -0.69615 0.4 -0.8 0.8 0.2469
H 1.30200 4.41781 0.48285 0.5 1.6 1.7 0.6596
H 0.99400 3.88681 -0.99015 -0.4 -1.2 0.6 0.2257
H 1.22700 2.16981 1.67885 -0.4 1.3 0.2 0.6809
H 1.90500 1.84481 0.29485 1.7 -0.8 -1.7 0.6194
H -1.11400 -0.32819 1.24285 -0.1 -0.1 -0.1 0.3607
H -1.00200 1.24981 2.15285 0.5 -1.7 0.8 0.3697
H 1.32300 0.52281 3.06585 -0.7 -0.1 -1.4 0.3205
H 1.65800 -0.29519 1.47585 -0.3 0.2 0.2 0.2595
H 1.01900 -1.67719 3.96685 1.6 0.7 1.2 0.1590
H 0.93100 -2.32019 2.45285 0.2 -1.9 -1.6 -0.0900
H -0.44700 -1.54219 3.33185 0.6 -0.3 -1.1 0.4082
O -3.65600 0.68381 -2.69715 -0.2 1.7 -0.4 -0.7428
H -4.52200 1.01381 -2.37415 0.8 -1.4 -0.2 0.2506
H -3.43400 -0.24919 -2.59915 -1.0 -0.1 0.7 0.3235
O -0.49100 4.63881 -3.82715 -2.6 0.1 1.8 -0.6534
H -1.30500 3.90581 -3.94115 2.6 3.0 1.0 0.3815
H -0.72100 5.40481 -3.12915 0.3 -3.0 -2.6 0.2730
O -2.86000 -1.92619 -1.76515 -0.4 3.1 4.9 -0.5680
H -2.18800 -1.66219 -2.29815 3.3 0.2 -3.1 0.1916
H -3.43300 -2.48719 -2.14115 -2.8 -3.4 -2.5 0.2080
O -5.14300 2.96481 1.00785 0.1 0.2 -0.8 -0.5990
H -5.86000 3.08981 0.38785 -1.5 -0.6 0.3 0.3149
H -4.60400 3.57681 0.51685 1.4 0.8 0.4 0.2891
O 3.02700 -1.37719 5.77585 2.1 3.2 -2.5 -0.7273
H 2.44500 -0.57619 5.95985 1.3 -1.3 -0.4 0.3105
H 3.80000 -1.03119 5.08985 -3.2 -1.4 2.8 0.3278
O -0.78500 -2.99519 -3.29115 -1.4 -0.3 1.3 -0.5655
H -0.17500 -2.72819 -3.98815 0.7 -1.3 0.2 0.3297
H -0.75400 -3.89219 -2.85215 0.8 1.6 -1.6 0.2652
O -4.07000 0.45981 0.54785 2.7 -1.4 2.4 -0.4669
H -4.28300 1.27781 0.18985 -1.6 1.5 -1.3 0.2208
H -4.43800 -0.37619 0.32685 -0.9 -0.3 -0.9 0.2268
O 0.72200 -4.72419 4.33485 -2.5 -11.2 -7.5 -0.4794
H 0.12900 -5.28919 4.91085 0.8 0.0 -1.6 0.2998
H 0.76800 -4.12819 4.88085 1.8 11.1 8.9 0.1897
O 1.42000 -2.69519 -5.34815 -1.3 0.5 -0.7 -0.6801
H 1.66800 -1.77619 -5.41815 1.2 0.7 0.6 0.2950
H 0.68700 -2.57219 -5.98015 0.0 -1.1 0.0 0.3538
O -3.87200 0.70681 3.52985 1.4 -1.2 -4.9 -0.6200
H -3.75100 0.77481 2.44185 -0.4 -1.6 3.5 0.2490
H -4.12100 1.59381 3.49285 -1.1 2.8 1.3 0.3462
O 1.67100 -3.40819 6.73485 -2.6 -2.9 1.6 -0.6810
H 2.04200 -2.66819 6.37985 1.6 3.5 -1.5 0.3668
H 2.36200 -4.03319 6.59985 0.8 -1.1 0.0 0.3264
O 1.26600 -3.17319 -0.59415 -2.3 5.2 -0.8 -0.1643
H 1.49500 -3.64019 0.13585 0.7 -1.8 5.0 0.1605
H 1.54300 -3.78919 -1.16915 1.4 -3.0 -4.4 0.2376
O -1.64200 -2.64819 0.57385 1.0 -0.2 -2.9 -0.5639
H -1.03600 -3.27019 0.09685 0.1 -0.1 1.7 0.3683
H -1.83300 -2.26919 -0.33315 -0.9 0.3 1.7 0.1726
O 3.86300 -2.38319 0.38585 3.5 2.6 0.5 -0.6807
H 4.58400 -1.61119 0.36985 -2.2 -2.7 0.1 0.3192
H 3.12700 -1.96119 -0.02615 -1.3 0.2 -0.7 0.2574
O 3.69300 -3.68719 3.02985 0.1 -1.5 -1.5 -0.5876
H 3.65100 -4.50219 2.40985 0.1 2.3 1.6 0.2767
H 3.62500 -2.94219 2.40385 0.0 -0.6 0.1 0.3563
O -2.53000 2.85581 -3.96215 -0.1 0.3 -0.7 -0.5692
H -2.95200 2.12081 -3.53415 -0.1 -1.1 1.4 0.3088
H -2.81800 2.63881 -4.84715 0.2 0.5 -0.9 0.3517
O -0.15700 7.09981 2.16985 0.3 -0.7 0.4 -0.6485
H -0.82500 7.17281 2.87785 0.7 -0.2 -0.3 0.3234
H 0.55400 6.48481 2.47185 -1.1 0.9 0.0 0.3143
O 1.49400 -4.78519 1.51885 -1.6 1.5 2.2 -0.6527
H 1.23500 -4.77819 2.52685 0.9 -0.5 -2.3 0.3082
H 2.00200 -5.52119 1.24685 0.6 -1.5 0.3 0.2472
O 4.88000 0.57681 -3.70015 -0.1 -0.4 -1.0 -0.6087
H 4.76700 0.90481 -2.82215 0.1 0.2 0.9 0.2843
H 5.38500 -0.24319 -3.64215 0.0 0.2 0.1 0.3167
```
Positions in Å, forces in eV/Å.

The value obtained for the LUMO energy is -0.0955 Ha. Its spin multiplicity is 1. For the orbital gap, the calculation gives 9.95 eV. Its HOMO energy is -0.461 Ha. The calculation puts the maximum force at 0.2791 Eh/bohr. As for the net charge: +1.

Record 2
C11H64NO20 | ωB97M-V/def2-TZVPD

The geometry in XYZ format:
```
96
Properties=species:S:1:pos:R:3:forces:R:3:mulliken_charge:R:1
C 2.31741 -2.14903 -2.76120 -2.1 -2.0 -1.1 -1.1084
C 0.91641 -1.51703 -2.49420 0.3 -0.7 -1.9 -0.2612
C 0.68941 -1.36003 -0.98320 1.7 2.0 -0.1 0.7270
C -0.73659 -0.62103 -0.84320 7.5 3.9 1.2 -2.1619
N -0.97159 -0.08103 0.63280 1.7 1.1 -4.6 1.3486
C -1.08459 -1.28803 1.36180 -3.9 1.1 3.0 -1.4714
C -2.25259 -1.00003 2.37980 -2.8 -2.2 -2.1 -0.1877
C -3.09159 0.30597 1.86580 2.1 -3.9 -0.8 -0.6584
C -2.25359 0.58297 0.50580 -5.0 2.6 1.7 -0.1870
C 0.10041 0.91297 1.13580 1.7 -1.6 -4.0 -1.2708
C 0.43841 2.06497 0.18280 -1.2 -0.6 -0.6 0.4225
C 1.36641 3.11697 0.76780 -4.6 1.5 -0.5 -1.8170
H 2.47041 -2.99803 -2.11320 -0.3 -0.8 -0.3 0.2153
H 3.25041 -1.66703 -2.59220 0.3 1.6 0.0 0.3746
H 2.22941 -2.46203 -3.83520 0.7 -0.1 1.0 0.0711
H 0.02941 -2.19703 -2.88820 2.0 1.1 0.4 0.2523
H 1.01841 -0.67803 -3.27820 -1.2 -0.2 2.0 0.0748
H 1.81941 -0.71103 -0.61520 -3.8 -2.0 -0.4 -0.1998
H 0.60241 -2.43103 -0.60220 0.6 1.5 0.0 0.3310
H -1.35559 -1.36703 -1.01520 -3.8 -2.7 -0.9 1.2834
H -0.61559 0.22697 -1.55120 -1.0 -0.5 0.6 0.4260
H -0.31459 -1.61903 1.88580 4.4 0.0 2.5 0.5845
H -1.16559 -2.16903 0.80780 -1.4 -0.9 -1.7 0.6818
H -2.08259 -1.06403 3.47280 0.2 0.1 -0.9 0.3686
H -2.96359 -1.88903 2.00880 1.2 1.7 1.7 -0.0875
H -2.95659 1.08597 2.55780 -0.2 1.0 0.7 0.3413
H -4.13159 -0.12603 1.88480 1.0 1.4 -0.7 0.2235
H -2.28259 1.71297 0.44180 1.2 -1.3 0.1 0.2215
H -2.86459 0.40197 -0.40320 0.9 -0.9 0.5 -0.1268
H 1.01041 0.35897 1.34680 -0.1 -0.3 0.0 0.0386
H -0.23159 1.32797 1.96480 -2.0 1.5 4.2 1.0877
H -0.54159 2.48097 -0.23020 1.4 -0.1 0.6 0.2030
H 0.97441 1.64997 -0.64820 0.1 -0.3 -0.7 0.1801
H 1.48041 3.86497 0.00780 0.5 0.4 -0.3 0.5338
H 2.24341 2.82897 1.13180 3.8 -1.8 0.9 0.3242
H 0.91041 3.62597 1.61380 -0.5 0.1 0.1 0.3023
O -4.75259 -0.46003 5.18180 0.9 -0.3 3.3 -0.6228
H -4.93759 -1.13103 4.55680 -0.4 -1.1 -1.3 0.3597
H -4.64559 -1.03003 6.02280 -0.3 1.6 -1.9 0.3121
O 4.41141 2.78097 0.36580 2.4 -3.4 -1.2 -0.6326
H 4.62541 3.62097 0.74180 0.4 2.2 0.7 0.3563
H 5.32741 2.34797 0.15780 -2.5 1.4 0.4 0.2900
O 2.91541 4.67097 3.05680 -6.5 2.1 0.8 -0.3538
H 3.08441 4.08797 3.68980 0.6 -3.6 4.4 0.2130
H 2.03341 5.06597 3.00480 -0.3 0.2 0.8 0.3059
O -5.80759 1.44497 -0.01820 -1.9 -0.7 -0.2 -0.7123
H -6.81959 1.38497 -0.01520 2.1 0.4 -0.4 0.3550
H -5.52859 2.14397 -0.62120 -0.3 0.1 0.0 0.2926
O -0.50159 -0.41503 -5.90320 -1.3 -1.9 -0.5 -0.6003
H 0.34941 -0.16703 -5.65120 2.4 2.2 0.8 0.2862
H -0.19359 -1.34503 -5.89720 -1.4 -0.2 -0.1 0.3657
O 2.97441 -1.05603 2.95980 3.6 2.5 2.5 -0.5744
H 2.16741 -1.47803 2.98680 -2.6 -1.5 0.8 0.2752
H 3.32841 -0.79203 3.90180 -1.4 -1.1 -2.8 0.2861
O 2.06441 0.46897 -5.18420 1.7 2.0 0.4 -0.6589
H 2.00041 1.42997 -5.47320 0.0 -1.8 0.4 0.2890
H 2.96741 0.44797 -4.74920 -1.5 -0.2 -0.7 0.3110
O 1.85941 -5.81203 -2.84120 -0.4 1.1 0.0 -0.6302
H 1.90141 -6.73703 -2.71220 0.4 -1.7 0.6 0.2977
H 1.35241 -5.76803 -3.64320 -0.4 0.5 -0.8 0.3039
O -5.76059 -1.20003 -1.24120 -2.8 -4.6 1.1 -0.6798
H -6.40759 -1.60303 -0.51620 2.1 1.6 -2.4 0.3293
H -5.42359 -0.41903 -0.91320 0.7 3.0 1.5 0.3490
O -2.83859 1.87197 -2.53920 -0.8 -2.2 0.2 -0.6208
H -2.93559 0.91197 -2.84520 0.4 2.2 0.3 0.3431
H -2.12759 2.26697 -3.03620 0.3 0.0 -0.5 0.2840
O 4.46641 -5.11403 -2.43320 -2.4 -1.5 -1.6 -0.7038
H 4.52541 -4.40803 -1.79520 -0.2 0.4 0.0 0.4773
H 3.46641 -5.26503 -2.71320 3.0 0.7 1.1 0.3978
O 0.62741 -3.15403 -6.00120 -9.2 -2.0 -2.6 -0.6668
H 0.14541 -2.86503 -6.89520 1.9 -1.2 2.8 0.3487
H 1.42241 -2.83203 -6.00920 7.4 2.9 -0.4 0.3104
O -5.71159 1.93397 2.62180 0.4 0.2 -0.9 -0.6726
H -5.71759 1.65897 1.62680 0.7 1.6 2.5 0.4022
H -5.15259 2.72997 2.85680 -1.0 -1.5 -1.1 0.2850
O 4.22341 -0.53903 0.80180 -2.0 -0.4 0.2 -0.5360
H 3.54441 -0.21303 1.44180 0.5 -1.2 -0.4 0.2789
H 4.75441 0.21797 0.84580 1.9 1.6 -0.4 0.2296
O 4.30241 -3.12603 -0.70720 2.7 -3.2 -5.4 -0.5600
H 3.85241 -3.53703 -0.08220 -3.1 -2.8 4.6 0.2280
H 4.36441 -2.27903 -0.51520 0.6 6.4 1.7 0.1985
O -3.62959 -3.14203 -0.44720 -1.1 0.3 1.6 -0.5660
H -4.02459 -3.63703 0.31980 0.7 0.4 -1.2 0.2941
H -4.22759 -2.35303 -0.48720 0.5 -0.8 -0.5 0.3018
O 4.82141 2.04397 3.13180 -2.8 -1.5 6.5 -0.6116
H 4.73441 2.35797 2.29680 -0.9 1.7 -4.3 0.3307
H 3.87141 2.13697 3.61280 3.6 -0.4 -2.1 0.2523
O 0.64841 6.32197 3.24980 -2.3 -5.2 -3.7 -0.6586
H 0.61141 7.21297 3.23580 0.4 5.0 0.6 0.2930
H 0.07141 6.18097 2.36680 1.9 0.0 3.0 0.3436
O 4.39941 5.12497 1.70280 4.6 1.2 -4.0 -0.8918
H 5.14541 5.56497 2.14680 -0.8 -0.4 -0.2 0.2265
H 3.62441 4.82997 2.27180 2.4 0.9 -1.5 0.5377
O -5.34759 -2.68703 3.61880 -0.8 0.3 -3.7 -0.6828
H -4.78359 -3.42203 3.33980 0.2 -0.1 0.7 0.3111
H -5.68059 -2.43003 2.66880 0.5 -0.3 2.9 0.3041
```
Positions in Å, forces in eV/Å.

The value obtained for the LUMO energy is -0.1002 Ha. Its spin multiplicity is 1. For the orbital gap, the calculation gives 8.46 eV. Its HOMO energy is -0.411 Ha. The calculation puts the maximum force at 0.1896 Eh/bohr. As for the net charge: +1.